Computed, not measured: a molecular structure, C24H26GeN6PRhS, with ωB97M-V/def2-TZVPD.

Output
**Spin multiplicity**: 1
**HOMO level**: -14.1002 eV
**LUMO level**: -7.32 eV
**Energy relative to the best compared isomer or geometry (same formula, charge and spin)**: 19.8 kcal per mole
**Net charge**: +2

Geometry (Å):
Rh (0.44230, -0.41437, -0.10778)
Ge (0.22340, -2.87644, -1.14698)
S (-0.64124, -0.82461, -1.90802)
P (0.63639, 1.74633, 2.57794)
N (0.81858, 1.53043, -0.21037)
N (1.15595, 3.57408, 0.47046)
N (1.86183, -0.50081, 1.48501)
N (-0.92090, -0.14424, 1.22693)
N (2.74763, 0.05579, 3.41768)
N (-2.01132, 0.74703, 2.88468)
C (2.87755, -1.37398, 1.75768)
C (-0.07552, -3.68250, 1.64537)
C (2.83811, -3.98449, -0.58234)
C (1.25088, 3.58127, -0.89381)
C (4.76262, -3.75640, -2.00670)
C (1.33380, 4.74324, 1.33613)
C (4.03141, -2.95871, -2.87690)
C (-2.83403, -0.18635, 2.31617)
C (0.89842, 2.31362, 0.86633)
C (2.70390, -2.66787, -2.60074)
C (-0.65958, -3.66545, 0.37661)
C (-1.82339, -5.12262, 2.44426)
C (1.03673, 2.30430, -1.31795)
C (2.10234, -3.17842, -1.45220)
C (-1.84704, -4.36737, 0.16129)
C (4.16495, -4.27662, -0.86735)
C (-2.35399, 1.54659, 4.06345)
C (2.97763, 0.72231, 4.70026)
C (-0.65147, -4.41472, 2.67253)
C (-0.84824, 0.75512, 2.20963)
C (-2.15338, -0.74354, 1.27730)
C (1.79983, 0.35372, 2.50266)
C (-2.42509, -5.09100, 1.19388)
C (3.42922, -1.03530, 2.96011)
H (3.88102, 0.30914, 5.13776)
H (4.49179, -2.57176, -3.77598)
H (3.11544, 1.78988, 4.54764)
H (0.82907, -3.11754, 1.84085)
H (1.02290, 1.90654, -2.31687)
H (3.16506, -2.15139, 1.07003)
H (1.45383, 4.48240, -1.44607)
H (4.72749, -4.92401, -0.20732)
H (-0.18612, -4.43730, 3.64928)
H (-1.93400, 2.54376, 3.96642)
H (0.41195, 4.95482, 1.87252)
H (-1.97698, 1.06899, 4.96529)
H (2.37123, -4.42819, 0.28989)
H (-3.43592, 1.62083, 4.11596)
H (-3.82624, -0.37288, 2.68875)
H (-2.32045, -4.36360, -0.81335)
H (5.79786, -3.98253, -2.22428)
H (-3.33887, -5.64258, 1.01796)
H (4.24851, -1.46470, 3.51052)
H (1.58318, 5.59135, 0.70644)
H (2.13751, -2.05688, -3.29496)
H (2.14202, 0.54590, 5.37390)
H (-2.26700, -5.70361, 3.24175)
H (-0.53720, -3.38027, -2.38886)
H (-2.45283, -1.51403, 0.59073)
H (2.14674, 4.56856, 2.03638)